[1]
Here is C15H9F3N3O7S2 as an isolated structure from OMol25. Energies are from ωB97M-V/def2-TZVPD.

```
39
C15H9F3N3O7S2, DFT ωB97M-V/def2-TZVPD
C -2.394 0.008 -3.100
C -0.574 1.683 -1.852
S 0.598 2.504 -0.816
C -0.236 -2.865 1.251
F 0.673 4.241 2.322
N -0.200 2.036 0.484
O -1.183 -5.185 0.088
H 2.609 0.693 0.972
H -0.787 -3.580 1.846
C -1.239 1.139 0.363
H -1.391 0.577 -4.957
H 0.635 -2.430 -2.032
O 1.844 1.805 -1.000
C 0.622 -2.257 -0.952
C 0.055 3.228 2.912
H -3.136 -0.404 -1.097
F 0.195 3.285 4.235
C 0.385 -1.753 1.825
S 1.020 1.367 2.553
H 1.891 -0.524 -0.978
C -2.434 0.167 -1.712
O 0.541 3.929 -0.977
C -0.512 1.546 -3.225
C -1.433 0.710 -3.870
O -0.577 -4.535 -1.931
H 0.253 2.117 -3.764
C -1.526 1.015 -1.085
C 1.276 -1.175 -0.352
N -0.653 -4.351 -0.688
C 1.173 -0.922 1.027
C 1.904 0.204 1.624
H -3.056 -0.699 -3.612
C -0.091 -3.141 -0.145
O 3.570 -1.059 3.079
O 2.308 0.658 3.872
N 2.681 -0.203 2.970
F -1.231 3.203 2.588
H 0.247 -1.553 2.881
O -1.827 0.521 1.256
```

Properties
calculated total energy	-2363.6427	Ha
total charge	-1
gap between HOMO and LUMO	4.89	eV
multiplicity	1
HOMO	-0.1286	hartree

***

[2]
Here is C10H8N2O2 in the gas phase from OMol25. Energies are from ωB97M-V/def2-TZVPD.

```
22
C10H8N2O2, DFT ωB97M-V/def2-TZVPD
H 3.937 0.330 -0.876
C -1.078 0.801 0.842
C 0.790 -0.420 0.088
H -1.085 1.110 1.900
O -2.040 1.595 0.170
C -1.444 -0.700 0.677
N -3.101 0.817 -0.236
C 2.434 1.767 -0.355
H 2.477 -1.635 -0.471
C 1.128 1.991 0.081
C 2.918 0.471 -0.546
H 3.084 2.608 -0.538
H -3.683 -2.486 -0.172
H -1.691 -1.184 1.628
C -3.874 -1.440 -0.297
C 2.126 -0.627 -0.321
H -4.839 -1.114 -0.649
C -2.942 -0.516 -0.023
N -0.064 -1.385 0.332
H 0.766 2.996 0.239
C 0.319 0.908 0.297
O -4.065 1.374 -0.744
```

Properties
calculated total energy	-645.6431	Ha
total charge	0
gap between HOMO and LUMO (spin up / spin down)	8.17 / 6.13	eV
multiplicity	1
ΔE to the lowest compared entry with this formula, charge and spin	110.3	kcal per mole
HOMO (spin up / spin down)	-0.3085 / -0.2837	hartree

***

[3]
Here is H5N2OPS in the gas phase from OMol25. Energies are from ωB97M-V/def2-TZVPD.

```
10
H5N2OPS, DFT ωB97M-V/def2-TZVPD
H 0.763 1.270 -1.946
O -1.462 1.259 -0.180
N -0.231 -0.929 0.808
H -1.627 1.140 -1.126
H 0.140 -1.167 1.672
H -1.324 -1.277 0.866
H 1.602 0.049 -1.087
N 0.703 0.483 -1.257
S 1.134 1.981 1.404
P -0.004 0.749 0.267
```

Properties
calculated total energy	-927.3539	Ha
total charge	0
gap between HOMO and LUMO	9.04	eV
multiplicity	1
ΔE to the lowest compared entry with this formula, charge and spin	9.2	kcal per mole
HOMO	-0.3149	hartree

***

[4]
Here is C4H6N2 in the gas phase from OMol25. Energies are from ωB97M-V/def2-TZVPD.

```
12
C4H6N2, DFT ωB97M-V/def2-TZVPD
C 1.413 -0.845 0.106
H -0.356 -2.155 0.073
H -0.052 2.103 -0.155
N 1.541 0.518 0.035
N -2.009 0.316 -0.302
H -2.570 -0.496 -0.149
H 2.423 1.002 0.047
C 0.075 -1.163 0.043
C -0.632 0.068 -0.084
C 0.278 1.082 -0.083
H 2.278 -1.492 0.203
H -2.390 1.061 0.266
```

Properties
calculated total energy	-265.5154	Ha
total charge	0
gap between HOMO and LUMO	8.70	eV
multiplicity	1
ΔE to the lowest compared entry with this formula, charge and spin	12.7	kcal per mole
HOMO	-0.2778	hartree

***

[5]
Here is a 3-piece molecular cluster, C24H33FINO10 overall from OMol25. Energies are from ωB97M-V/def2-TZVPD.

```
70
C24H33FINO10, DFT ωB97M-V/def2-TZVPD
O -7.771 2.552 -1.888
O 3.880 -2.296 3.332
H -3.051 -0.134 -4.793
H 8.178 -1.002 0.289
C -3.883 -0.776 -0.978
H -8.539 1.430 -4.128
C 3.760 -0.224 1.968
C -4.505 0.213 -1.623
H 4.736 0.393 1.741
H 4.803 -4.290 2.904
H 8.930 0.748 2.965
C 2.721 1.884 3.423
O -11.252 4.808 -5.205
C 4.617 -3.485 3.729
C -10.463 4.295 -4.420
H 7.595 -2.349 2.433
C 9.134 -0.033 2.116
C -3.247 -0.354 -3.752
H 5.062 -2.257 -0.754
I 3.188 -4.531 0.316
C -10.081 4.942 -3.155
H 1.356 -1.985 2.751
H -0.365 -1.671 0.085
H 2.197 2.157 1.529
H 10.006 0.366 1.405
C 1.378 -2.240 1.610
H -5.733 1.658 -1.655
H -0.055 -0.367 1.446
C -8.585 3.051 -2.657
C 0.473 -1.149 0.725
O 1.660 2.046 2.383
O -10.245 2.355 -5.913
C -2.622 -1.340 -3.106
H 1.132 -0.525 -0.020
H 5.656 -3.166 4.222
C 3.220 0.290 3.448
C 5.583 -2.129 1.327
C -2.907 -1.630 -1.674
C 6.834 -1.471 2.154
H 2.980 0.070 1.124
O -8.846 4.964 -1.137
C 4.096 -1.867 1.953
H -8.201 4.351 -0.721
H 5.830 -3.295 1.241
H -10.539 5.897 -2.930
H 2.202 2.047 4.486
H 4.012 -3.998 4.616
F 6.482 -0.830 3.441
O -2.331 -2.555 -1.112
H 7.166 0.530 0.898
H -10.885 2.971 -6.332
H 2.926 -1.796 0.001
H 2.261 -0.311 3.824
O -5.421 1.021 -0.975
H 0.791 -3.272 1.492
H 5.408 -0.648 -0.226
H -1.378 -2.772 -3.069
H -4.067 -0.986 0.067
C 2.879 -2.478 0.979
C -4.240 0.485 -3.063
O -1.685 -2.131 -3.746
H 4.085 0.182 4.262
C -8.985 2.392 -3.911
H 3.603 2.640 3.282
N 5.657 -1.655 -0.142
C 7.760 -0.418 1.242
C -9.862 2.969 -4.734
C -9.207 4.363 -2.329
H 9.555 -1.043 2.573
O -4.842 1.389 -3.633
```

Properties
calculated total energy	-2138.7685	Ha
total charge	0
gap between HOMO and LUMO	7.30	eV
multiplicity	1
HOMO	-0.3357	hartree

***

[6]
Here is C6H12IN2O as an isolated structure from OMol25. Energies are from ωB97M-V/def2-TZVPD.

```
22
C6H12IN2O, DFT ωB97M-V/def2-TZVPD
C -0.578 -0.222 1.737
H 1.110 1.085 -1.919
N -0.912 -0.657 -0.657
H -2.902 1.107 -0.909
N -3.147 0.305 -0.317
C 1.331 0.274 0.069
O -2.760 -2.003 -0.082
H 2.721 0.606 -1.638
H -1.396 -1.922 -2.241
H -1.628 -0.071 1.957
C -2.508 -0.861 -0.353
I -5.181 0.183 0.003
H 1.725 -0.779 0.276
H -0.522 1.260 0.146
H 2.178 1.926 -0.798
H 0.008 0.394 2.568
H -0.145 -1.285 2.071
H 1.670 0.906 0.878
C -0.557 -1.366 -1.672
H 0.434 -1.487 -1.985
C -0.191 0.200 0.282
C 1.914 0.897 -1.186
```

Properties
calculated total energy	-717.9297	Ha
total charge	+1
gap between HOMO and LUMO	8.94	eV
multiplicity	1
ΔE to the lowest compared entry with this formula, charge and spin	0.0	kcal per mole
HOMO	-0.4964	hartree

***

[7]
Here is a 2-piece molecular cluster, C2H4NO overall from OMol25. Energies are from ωB97M-V/def2-TZVPD.

```
8
C2H4NO, DFT ωB97M-V/def2-TZVPD
O 1.948 0.794 0.103
H -2.017 0.074 0.231
C -1.229 0.748 -0.090
H 0.678 -2.180 0.038
C 0.859 -1.235 -0.120
N 1.417 -0.215 -0.055
H -0.685 0.824 -0.963
H -0.971 1.189 0.856
```

Properties
calculated total energy	-208.0571	Ha
total charge	+1
gap between HOMO and LUMO (spin up / spin down)	6.77 / 6.78	eV
multiplicity	1
ΔE to the lowest compared entry with this formula, charge and spin	134.0	kcal per mole
HOMO (spin up / spin down)	-0.5793 / -0.5793	hartree

***

[8]
Here is a 2-piece molecular cluster, C5H13N3O2 overall from OMol25. Energies are from ωB97M-V/def2-TZVPD.

```
23
C5H13N3O2, DFT ωB97M-V/def2-TZVPD
H -1.398 -2.652 -3.246
H 0.023 -1.354 1.527
H 2.121 3.306 1.508
C -1.615 -2.353 -2.266
O -2.619 -0.161 -2.044
C 1.346 1.665 0.547
H -1.125 -2.824 -1.451
N 1.566 0.713 -0.532
C -0.692 0.601 1.280
H -0.652 0.354 -1.065
H -2.703 -2.798 -2.094
C 0.116 -0.455 2.182
H -0.243 -0.682 3.197
H 1.226 -0.274 2.205
C -1.764 -0.962 -1.956
N 2.475 2.448 0.883
H 1.180 -0.254 -0.289
H -1.137 0.098 0.524
H 2.512 0.745 -0.885
N 0.182 1.806 1.128
O -0.489 -0.596 -1.374
H 3.124 2.647 0.185
H -1.435 0.982 2.036
```

Properties
calculated total energy	-512.9935	Ha
total charge	0
gap between HOMO and LUMO	9.32	eV
multiplicity	1
ΔE to the lowest compared entry with this formula, charge and spin	63.9	kcal per mole
HOMO	-0.3154	hartree

***

[9]
Here is a 2-piece molecular cluster, C4H12 overall from OMol25. Energies are from ωB97M-V/def2-TZVPD.

```
16
C4H12, DFT ωB97M-V/def2-TZVPD
H -2.504 1.216 1.494
C -1.600 0.695 1.187
H -0.455 -1.090 -0.906
H 0.863 -1.263 -3.025
H 0.987 -0.167 -0.252
H 2.328 -0.756 -2.117
H 0.275 -0.039 1.922
H 1.192 0.443 -2.495
H 1.174 -1.808 -0.433
C 0.616 -0.984 -0.873
C -0.305 0.882 1.947
H -1.495 1.004 0.136
H 0.370 1.714 1.822
C 1.254 -0.616 -2.247
H -1.709 -0.353 1.047
H -0.480 0.908 3.004
```

Properties
calculated total energy	-159.5597	Ha
total charge	0
gap between HOMO and LUMO	12.59	eV
multiplicity	1
ΔE to the lowest compared entry with this formula, charge and spin	15.8	kcal per mole
HOMO	-0.4202	hartree

***

[10]
Here is a 2-piece molecular cluster, C4H10NO overall from OMol25. Energies are from ωB97M-V/def2-TZVPD.

```
16
C4H10NO, DFT ωB97M-V/def2-TZVPD
H -1.692 -1.506 -0.159
O 0.869 -1.566 -1.344
C 0.936 2.027 0.682
H 1.801 1.441 0.286
H 2.703 -2.132 -2.001
C -0.339 1.344 0.761
H 1.143 2.320 1.681
H 0.825 2.875 -0.017
H 0.113 -0.510 -0.350
H -1.781 -0.804 1.481
C -1.746 -0.574 0.427
C 1.750 -2.320 -1.633
H -2.712 0.024 0.152
H 1.399 -3.410 -1.853
H -1.237 1.643 1.293
N -0.562 0.218 0.229
```

Properties
calculated total energy	-288.0898	Ha
total charge	+1
gap between HOMO and LUMO	10.66	eV
multiplicity	1
ΔE to the lowest compared entry with this formula, charge and spin	46.0	kcal per mole
HOMO	-0.5376	hartree

***

[11]
Here is C8H7BrNP in the gas phase from OMol25. Energies are from ωB97M-V/def2-TZVPD.

```
18
C8H7BrNP, DFT ωB97M-V/def2-TZVPD
C -0.487 0.508 -1.828
H -0.004 -1.152 3.954
H 0.484 -1.671 -2.099
H -2.227 1.840 -2.331
C 2.248 -1.620 -0.793
P 0.985 -0.449 3.019
C -0.959 1.304 0.793
C 1.056 -1.243 -1.220
C -0.054 0.235 0.496
C -1.481 1.520 -1.589
H -2.596 2.475 -0.038
Br 3.491 -2.942 -0.894
H -1.116 1.512 1.821
C -1.651 1.874 -0.248
N 0.506 -0.586 1.445
H -0.395 0.151 -2.842
C 0.170 -0.164 -0.793
H 2.029 -1.591 3.147
```

Properties
calculated total energy	-3278.9628	Ha
total charge	0
gap between HOMO and LUMO (spin up / spin down)	7.68 / 6.23	eV
multiplicity	1
HOMO (spin up / spin down)	-0.2976 / -0.2965	hartree

***

[12]
Here is C29H51BeNO2SSi2 as an isolated structure from OMol25. Energies are from ωB97M-V/def2-TZVPD.

```
87
C29H51BeNO2SSi2, DFT ωB97M-V/def2-TZVPD
H -1.317 3.481 -2.320
C -2.014 0.221 -5.534
Si 1.445 -2.708 1.499
C -0.291 0.833 3.816
H -0.557 -4.107 2.004
H 1.730 0.281 -3.910
H 0.753 1.446 -0.636
C -1.265 3.487 1.628
C 3.739 3.130 3.471
H 3.680 -3.055 0.455
H 2.854 -2.754 3.533
C 1.366 -1.888 -2.552
H 0.406 -1.682 -4.468
H 4.633 3.481 2.970
C 2.352 3.042 5.467
H 1.174 -2.303 3.928
C -3.660 -0.844 3.781
H -2.938 -0.357 -5.626
C -1.034 3.830 -1.318
H 2.134 3.300 6.503
H -3.404 -0.900 -2.890
O 1.276 -0.470 -2.064
C 3.429 0.502 -2.532
H -3.514 1.588 0.846
H 3.823 -0.453 -2.886
H 2.202 -1.471 -4.529
C -2.537 -0.950 1.600
H -1.348 -3.070 -3.598
C -1.444 0.061 3.448
C -2.415 -1.371 -2.829
H 1.720 -0.905 -0.024
H 2.416 -0.493 1.547
C -2.560 -0.179 4.294
H -3.076 -3.334 -3.274
C 1.443 2.262 4.767
H -2.592 -2.413 -4.708
C -0.188 1.081 -0.177
H -0.999 -2.710 1.024
H 2.941 -4.630 0.830
C 3.520 3.456 4.821
C 2.810 2.350 2.749
H -2.524 0.162 5.319
C 1.667 1.902 3.418
H -0.721 0.491 -0.961
H -3.285 1.232 -0.872
H -0.246 3.673 1.979
H 0.733 -0.127 -1.243
H 1.522 -3.071 -4.291
H 2.301 -2.265 -2.140
H -1.823 3.020 2.445
H 1.502 1.540 -2.667
H -2.126 1.116 -6.142
H -0.249 -4.122 0.260
H 2.430 -3.726 -0.610
H -4.517 -1.079 4.409
C -2.344 -2.625 -3.664
H -2.178 -1.567 -1.763
C 1.975 0.589 -2.897
H -1.594 4.760 -1.164
H -1.721 4.480 1.503
H -2.584 -1.230 0.542
C 1.501 -0.891 1.057
C -0.239 -3.485 1.155
H 1.598 -4.017 3.600
C 1.800 -2.972 3.317
H 2.956 2.088 1.701
H 3.565 0.577 -1.446
H -0.909 1.362 -4.033
C 1.371 -2.009 -4.053
H 4.046 1.281 -2.988
H 4.269 4.038 5.364
H -1.174 -0.356 -5.913
H -2.660 1.155 -3.692
Si -1.343 2.533 0.022
H -3.804 2.827 -0.359
H 0.537 -2.406 -2.073
S -0.071 1.603 5.371
C 2.742 -3.615 0.443
C -1.772 0.672 -4.110
Be 0.187 0.183 1.361
C -3.666 -1.223 2.436
H 0.024 4.117 -1.359
N 0.635 1.096 2.891
C -1.414 -0.333 2.100
O -1.417 -0.428 -3.257
C -3.139 1.994 -0.100
H -4.531 -1.730 1.994
```

Properties
calculated total energy	-2332.7461	Ha
total charge	0
gap between HOMO and LUMO	7.26	eV
multiplicity	1
HOMO	-0.2591	hartree

***

[13]
Here is an isolated ion of composition C10H22Br2N3O7P2 and charge +1 from OMol25. Energies are from ωB97M-V/def2-TZVPD.

```
46
C10H22Br2N3O7P2, DFT ωB97M-V/def2-TZVPD
H 4.810 -1.330 2.918
C 3.526 -0.288 -0.196
O 1.943 -0.861 -2.032
H -5.260 0.522 -0.043
H -5.772 -1.559 -1.993
C -3.362 0.255 0.991
O -1.528 3.042 1.437
C 3.619 -0.546 1.328
H 0.380 3.207 -2.150
H 5.752 -0.965 1.482
P -0.460 1.847 1.629
O -1.139 0.915 2.755
H -1.835 1.343 3.274
Br 4.740 -1.336 -1.283
H 0.474 -1.590 -3.240
N -1.023 0.806 0.144
C -2.433 0.493 -0.189
H 3.263 1.552 -2.478
H -2.919 -0.478 1.666
O 0.514 2.985 -1.218
H -2.419 -0.407 -0.796
H 3.648 0.434 1.807
Br -1.015 0.721 -3.215
C -4.770 -1.223 -1.718
O -4.545 -1.403 -0.329
H 2.694 -1.023 1.664
H -3.543 1.169 1.566
O 2.410 2.006 -2.405
H 4.724 -2.414 1.540
H -5.308 -0.552 1.350
H -2.797 1.319 -0.810
C 0.637 -1.325 -2.201
H -4.662 -0.176 -2.019
N 1.262 0.683 -0.368
H -4.041 -1.822 -2.265
H 3.810 0.750 -0.350
C -0.087 0.408 -0.658
H 0.476 -2.208 -1.574
C 2.088 -0.518 -0.679
C -4.709 -0.264 0.485
H 1.664 -1.339 -0.087
O 2.764 2.780 0.053
H -2.372 2.854 1.004
C 4.802 -1.367 1.828
P 1.867 2.214 -0.934
N -0.394 -0.348 -1.803
```

Properties
calculated total energy	-6915.7876	Ha
total charge	+1
gap between HOMO and LUMO	8.24	eV
multiplicity	1
HOMO	-0.4739	hartree

***

[14]
Here is C25H22ClNPSc as an isolated structure from OMol25. Energies are from ωB97M-V/def2-TZVPD.

```
51
C25H22ClNPSc, DFT ωB97M-V/def2-TZVPD
C -3.328 -2.070 -4.243
C -1.159 -0.879 -2.965
C -0.515 4.501 -2.961
C 0.566 4.048 -2.188
C 4.036 -0.875 -4.392
C -1.120 2.210 -3.504
C -0.386 -2.181 5.660
H 4.680 -1.923 -2.609
H 1.699 2.305 -1.579
C -0.405 -1.689 4.354
C 1.369 -3.256 3.761
C 2.984 -0.220 -5.043
C -3.559 -1.347 -3.078
H 0.466 -3.651 7.016
C 0.479 -3.231 6.008
H -1.067 -1.766 6.406
H 0.958 0.530 -4.854
H 3.085 0.121 -6.073
H -2.103 3.953 -4.315
C -2.479 -0.735 -2.415
H -0.719 5.573 -3.018
C 1.395 -3.720 5.073
H 2.119 -3.542 3.022
H -0.361 -4.671 -4.177
H -4.178 -2.467 -4.805
H 2.133 -4.472 5.343
P 0.191 0.027 -2.092
H -1.871 -2.895 -5.607
H 2.564 -1.425 -1.351
H 0.093 -1.982 -4.369
Cl -1.620 0.026 0.801
C 0.340 -2.392 3.361
C -0.096 1.762 -2.655
C -0.928 -1.757 -4.043
C 2.699 -1.104 -2.390
H 1.203 4.756 -1.654
H -1.754 1.502 -4.040
H -2.657 -0.107 -1.512
N -0.159 -2.649 0.853
H 4.986 -1.017 -4.907
C 1.789 0.016 -4.366
C -2.026 -2.290 -4.712
H -4.576 -1.174 -2.712
H -0.967 -0.791 4.081
H 0.387 -4.608 -4.136
C 3.876 -1.359 -3.086
C -1.316 3.587 -3.657
C 0.059 -2.414 1.996
Sc -1.205 -1.692 -0.711
C 1.668 -0.390 -3.033
C 0.818 2.682 -2.104
```

Properties
calculated total energy	-2582.3449	Ha
total charge	+2
gap between HOMO and LUMO	6.76	eV
multiplicity	1
ΔE to the lowest compared entry with this formula, charge and spin	0.0	kcal per mole
HOMO	-0.5262	hartree

***

[15]
Here is C2H2N5 as an isolated structure from OMol25. Energies are from ωB97M-V/def2-TZVPD.

```
9
C2H2N5, DFT ωB97M-V/def2-TZVPD
N -3.960 -1.827 -2.079
H 0.242 -1.085 1.134
C -0.360 -0.711 0.243
N -1.064 0.651 -1.439
N -0.227 0.446 -0.541
C -1.958 -0.959 -1.173
N -1.272 -1.450 -0.202
N -3.028 -1.362 -1.706
H 0.403 1.226 -0.290
```

Properties
calculated total energy	-350.7515	Ha
total charge	+1
gap between HOMO and LUMO (spin up / spin down)	8.21 / 8.21	eV
multiplicity	1
ΔE to the lowest compared entry with this formula, charge and spin	59.5	kcal per mole
HOMO (spin up / spin down)	-0.5446 / -0.5446	hartree